{
  "formula": "C15H16ClF3N2O4",
  "method": "wB97M-V/def2-TZVPD",
  "symbols": ["C", "C", "O", "C", "O", "C", "C", "C", "C", "C", "C", "C", "C", "Cl", "N", "C", "O", "N", "C", "C", "O", "C", "F", "F", "F", "H", "H", "H", "H", "H", "H", "H", "H", "H", "H", "H", "H", "H", "H", "H", "H"],
  "positions_angstrom": [[-4.535, 0.842, 0.262], [-3.776, -0.063, 1.221], [-2.360, 0.137, 1.123], [-1.733, -0.478, 0.139], [-2.245, -1.160, -0.707], [-0.218, -0.239, 0.236], [0.441, -0.328, -1.155], [0.932, 1.052, -1.567], [2.283, 1.374, -1.572], [2.715, 2.637, -1.940], [1.799, 3.604, -2.312], [0.447, 3.308, -2.307], [0.024, 2.043, -1.934], [-1.673, 1.707, -1.923], [1.496, -1.311, -1.183], [2.364, -1.530, -0.153], [3.501, -1.913, -0.317], [1.826, -1.296, 1.096], [2.681, -1.465, 2.256], [0.392, -1.221, 1.260], [0.047, -0.748, 2.518], [-0.216, -2.657, 1.122], [0.454, -3.507, 1.927], [-0.180, -3.174, -0.099], [-1.487, -2.697, 1.546], [-5.603, 0.721, 0.419], [-4.300, 0.578, -0.766], [-4.266, 1.881, 0.431], [-3.995, -1.114, 1.012], [-4.015, 0.170, 2.260], [-0.066, 0.749, 0.682], [-0.328, -0.667, -1.865], [3.011, 0.632, -1.284], [3.771, 2.860, -1.936], [2.130, 4.589, -2.603], [-0.282, 4.050, -2.590], [1.899, -1.482, -2.093], [2.451, -2.378, 2.809], [3.697, -1.541, 1.874], [2.597, -0.595, 2.908], [0.319, -1.370, 3.207]],
  "forces_ev_per_a": [[0.3, -0.2, 0.2], [-0.4, -0.1, -0.1], [0.0, 0.3, 0.3], [0.5, 0.0, -0.2], [-0.2, -0.1, 0.0], [-0.4, -0.3, 0.2], [-0.2, 0.1, 0.0], [-0.1, 0.0, -0.1], [-0.1, 0.0, 0.0], [0.0, 0.0, 0.0], [0.0, 0.0, 0.0], [-0.1, 0.0, 0.0], [0.4, 0.1, 0.0], [-0.2, 0.1, -0.1], [0.0, 0.0, -0.4], [-0.3, 0.1, 0.2], [0.5, -0.2, -0.2], [0.0, 0.2, -0.1], [0.1, 0.1, 0.0], [-0.2, -0.3, -0.4], [0.1, 0.1, 0.3], [-0.2, -0.4, 0.3], [0.3, 0.0, 0.2], [0.1, 0.1, -0.1], [-0.2, 0.1, 0.0], [-0.1, 0.0, 0.0], [0.0, 0.0, -0.1], [0.0, 0.1, 0.0], [0.0, 0.1, 0.1], [0.0, -0.1, -0.1], [0.0, -0.2, -0.1], [0.2, 0.1, 0.2], [0.1, -0.1, 0.0], [0.1, 0.0, 0.0], [0.0, 0.1, 0.0], [-0.1, 0.1, 0.0], [0.1, 0.0, 0.2], [0.0, 0.0, 0.0], [-0.1, 0.0, 0.1], [0.0, -0.1, 0.0], [0.0, 0.0, -0.2]],
  "homo_energy_ev": -9.39,
  "smiles": "CCOC(=O)[C@@H]1[C@@H](c2ccccc2Cl)NC(=O)N(C)[C@]1(O)C(F)(F)F",
  "energy_ev": -47661.562
}

---

{
  "formula": "C15H16ClMnN9O3S",
  "method": "wB97M-V/def2-TZVPD",
  "symbols": ["Mn", "O", "N", "C", "C", "C", "C", "C", "S", "H", "H", "H", "H", "N", "C", "C", "C", "N", "H", "H", "H", "H", "O", "N", "O", "Cl", "C", "C", "C", "C", "N", "C", "H", "H", "H", "H", "N", "C", "N", "N", "C", "N", "H", "H", "H", "H"],
  "positions_angstrom": [[-0.141, 0.303, -0.336], [0.043, 0.626, 1.554], [1.278, 0.469, 2.080], [1.339, 0.213, 3.405], [2.543, 0.093, 4.035], [3.710, 0.256, 3.289], [3.623, 0.507, 1.940], [2.377, 0.591, 1.304], [2.180, 0.847, -0.392], [0.379, 0.132, 3.890], [2.568, -0.122, 5.094], [4.681, 0.184, 3.768], [4.504, 0.638, 1.327], [0.672, -0.542, -3.022], [0.320, -0.706, -4.305], [-0.996, -0.305, -4.419], [-1.362, 0.092, -3.129], [-0.342, -0.056, -2.295], [1.549, -0.742, -2.573], [1.014, -1.096, -5.038], [-1.607, -0.297, -5.309], [-2.309, 0.466, -2.765], [-2.492, -1.805, -0.411], [-2.944, -0.776, 0.023], [-2.109, 0.222, -0.022], [-2.118, 5.093, 1.652], [-1.330, 4.312, 0.335], [-0.853, 5.035, -0.740], [-0.233, 4.347, -1.772], [-0.105, 2.980, -1.685], [-0.561, 2.293, -0.631], [-1.172, 2.945, 0.363], [-0.963, 6.113, -0.764], [0.159, 4.869, -2.634], [0.379, 2.414, -2.468], [-1.534, 2.355, 1.189], [-0.899, -5.597, 1.766], [-0.977, -4.437, 1.106], [-2.127, -4.094, 0.528], [0.128, -3.690, 1.093], [0.225, -2.557, 0.490], [0.324, -1.541, -0.051], [-1.653, -6.258, 1.768], [-0.013, -5.866, 2.149], [-2.928, -4.696, 0.578], [-2.226, -3.212, 0.033]],
  "forces_ev_per_a": [[0.3, 0.5, 0.1], [0.2, 0.0, 0.0], [-0.2, -0.1, -0.1], [-0.1, 0.1, -0.1], [0.0, 0.0, 0.1], [0.2, 0.0, 0.0], [0.0, 0.0, -0.1], [0.0, 0.0, 0.0], [-0.5, -0.1, 0.0], [0.0, 0.0, 0.0], [0.0, 0.0, -0.1], [-0.1, 0.0, -0.1], [0.0, 0.0, 0.0], [0.0, 0.0, -0.2], [0.0, -0.1, -0.2], [-0.1, 0.0, -0.1], [-0.2, 0.0, -0.1], [0.0, 0.2, 0.2], [0.1, -0.1, 0.1], [-0.1, 0.1, 0.2], [0.1, 0.0, 0.1], [0.1, 0.0, 0.0], [-0.1, 0.3, -0.8], [0.8, 1.3, -0.1], [-0.5, -0.4, 0.3], [0.0, 0.0, 0.0], [-0.1, 0.2, 0.0], [0.1, 0.2, -0.1], [0.0, 0.2, 0.0], [0.0, -0.1, 0.1], [0.0, 0.1, 0.1], [0.0, -0.3, -0.1], [0.0, -0.1, 0.0], [0.0, 0.0, 0.0], [0.0, 0.0, 0.0], [0.0, -0.1, 0.0], [0.1, 0.0, 0.0], [-0.4, 0.2, -0.3], [0.7, -0.8, 0.4], [0.5, 0.2, 0.0], [-0.8, -1.3, 0.5], [0.3, 0.2, -0.2], [0.0, 0.0, 0.0], [0.1, 0.0, 0.1], [-0.1, -0.1, 0.1], [-0.2, -0.1, 0.2]],
  "homo_energy_ev": [-11.12, -11.19],
  "s_squared": 2.026,
  "charge": 1,
  "multiplicity": 3,
  "energy_ev": -90039.058
}